Entry 1:
A cluster of 2 separate species, C3H8Cl4Si2 in total at a distorted geometry. Source: OMol25; level of theory: the ωB97M-V functional and the def2-TZVPD basis.

```
17
Properties=species:S:1:pos:R:3
C 2.877 0.654 -0.769
C -1.721 1.171 -0.069
C 2.131 -0.480 -0.730
Si 2.428 -1.763 0.612
Si -3.513 0.538 0.150
Cl 0.803 -2.109 1.840
Cl -4.255 0.283 -1.702
Cl -3.667 -1.259 0.934
Cl -4.501 1.861 1.253
H 3.628 0.972 -0.054
H 2.863 1.456 -1.685
H -1.803 2.167 0.400
H -0.951 0.722 0.642
H -1.422 0.926 -1.058
H 1.290 -0.621 -1.470
H 3.261 -1.474 1.770
H 2.552 -3.042 -0.063
```

Properties
lowest unoccupied orbital energy	0.561	eV
SMILES	C[Si](Cl)(Cl)Cl.C=C[SiH2]Cl
2S+1	1
E_tot	-2539.007346	a.u.
energy above the lowest of the compared OMol25 structures with the same formula, charge and spin	0.0	kJ/mol
total charge	0


Entry 2:
A cluster of 7 separate species, C52H108NO14Si in total at a distorted geometry. Source: OMol25; level of theory: the ωB97M-V functional and the def2-TZVPD basis.

```
176
Properties=species:S:1:pos:R:3
C -3.273 -6.592 1.456
C -2.204 -7.053 0.324
O -1.107 -6.111 0.181
C -0.961 -5.674 -1.194
C 0.428 -4.829 -1.271
O 0.213 -3.410 -1.459
C 0.710 -2.628 -0.363
C 2.324 -2.725 -0.196
C 2.986 -2.211 -1.589
O 4.185 -2.987 -1.934
C 4.009 -3.368 -3.310
O 3.583 -4.511 -3.634
C -0.074 -2.986 0.999
N -0.342 -1.812 1.885
C -1.112 -0.684 1.190
C -0.411 0.676 1.764
C -1.406 1.927 1.839
C -0.574 3.129 2.566
C -1.568 4.421 2.474
C -0.415 2.847 4.167
O -2.475 -0.636 1.647
C -3.191 -1.828 1.338
O -3.074 -2.903 1.995
C -4.274 -1.885 0.142
C -4.077 -2.677 -1.168
C -5.165 -2.736 -2.265
C -6.505 -1.967 -2.064
C -6.696 -1.179 -0.734
C -5.598 -1.125 0.359
C -0.931 -0.861 -0.395
C -1.219 0.474 -1.254
C -2.790 0.693 -1.580
O -3.556 1.158 -0.443
Si -4.627 2.453 -0.963
C -3.727 4.139 -1.128
C -6.008 2.723 0.376
C -5.532 2.018 -2.627
O 0.446 -1.230 -0.660
H -4.112 -7.376 1.578
H -3.719 -5.571 1.181
H -2.769 -6.478 2.486
H -2.737 -7.308 -0.655
H -1.738 -8.026 0.738
H -1.844 -4.988 -1.431
H -0.993 -6.539 -1.936
H 1.006 -5.112 -0.330
H 1.008 -5.301 -2.153
H 2.692 -2.088 0.675
H 2.671 -3.800 -0.023
H 2.270 -2.310 -2.475
H 3.214 -1.085 -1.480
H 4.244 -2.663 -4.188
H -0.992 -3.600 0.718
H 0.612 -3.699 1.596
H -0.822 -2.097 2.770
H 0.587 -1.451 2.191
H -0.058 0.481 2.849
H 0.491 0.861 1.076
H -1.692 2.360 0.809
H -2.331 1.769 2.486
H 0.419 3.346 2.051
H -1.310 5.233 3.229
H -2.609 4.014 2.777
H -1.687 4.802 1.400
H -0.923 3.650 4.797
H -1.003 1.870 4.364
H 0.667 2.649 4.466
H -3.111 -3.248 -1.342
H -5.033 -3.330 -3.237
H -7.330 -1.954 -2.845
H -7.686 -0.628 -0.566
H -5.827 -0.540 1.308
H -1.609 -1.674 -0.857
H -0.730 0.277 -2.284
H -0.712 1.409 -0.847
H -2.810 1.507 -2.405
H -3.235 -0.269 -2.002
H -4.418 5.039 -0.904
H -2.854 4.245 -0.376
H -3.289 4.337 -2.167
H -5.856 3.728 0.917
H -7.059 2.590 -0.043
H -5.841 1.888 1.154
H -4.949 1.228 -3.238
H -6.562 1.564 -2.433
H -5.589 2.947 -3.312
C 5.356 5.113 5.491
C 4.018 4.464 5.798
O 3.610 3.516 4.818
C 4.473 2.406 4.616
C 4.679 1.563 5.863
H 5.326 5.606 4.514
H 5.603 5.856 6.254
H 6.167 4.383 5.462
H 3.248 5.240 5.820
H 4.021 4.005 6.791
H 5.431 2.743 4.205
H 4.009 1.786 3.843
H 5.149 2.131 6.668
H 5.319 0.706 5.640
H 3.720 1.195 6.238
C 3.204 5.323 0.659
C 2.928 6.385 1.709
O 4.104 6.984 2.235
C 4.943 7.656 1.304
C 4.252 8.803 0.586
H 3.845 4.536 1.071
H 2.268 4.872 0.317
H 3.715 5.734 -0.213
H 2.412 5.920 2.553
H 2.252 7.155 1.322
H 5.365 6.941 0.591
H 5.786 8.056 1.874
H 3.402 8.461 -0.009
H 4.950 9.306 -0.087
H 3.873 9.532 1.307
C -3.129 -1.541 -8.274
C -3.774 -1.790 -6.921
O -3.764 -3.157 -6.530
C -2.487 -3.768 -6.401
C -1.596 -3.097 -5.370
H -3.627 -2.131 -9.049
H -3.197 -0.483 -8.539
H -2.074 -1.820 -8.280
H -4.823 -1.489 -6.970
H -3.312 -1.171 -6.144
H -1.993 -3.819 -7.376
H -2.666 -4.802 -6.093
H -1.378 -2.059 -5.631
H -0.646 -3.628 -5.286
H -2.083 -3.092 -4.390
C 5.173 9.611 5.211
C 5.679 10.666 4.241
O 6.124 11.856 4.877
C 7.198 11.715 5.797
C 8.463 11.153 5.171
H 4.355 10.012 5.818
H 4.812 8.734 4.666
H 5.955 9.280 5.897
H 4.859 10.954 3.578
H 6.469 10.263 3.597
H 6.883 11.115 6.657
H 7.411 12.716 6.182
H 8.310 10.147 4.774
H 9.263 11.102 5.913
H 8.793 11.785 4.342
C -7.475 -6.906 -4.570
C -6.957 -5.942 -3.516
O -7.855 -4.878 -3.229
C -9.135 -5.248 -2.732
C -9.077 -6.026 -1.428
H -7.697 -6.373 -5.500
H -6.732 -7.681 -4.776
H -8.394 -7.402 -4.252
H -6.036 -5.482 -3.884
H -6.691 -6.472 -2.596
H -9.692 -5.800 -3.496
H -9.684 -4.318 -2.563
H -8.544 -6.972 -1.540
H -10.086 -6.250 -1.075
H -8.558 -5.447 -0.660
C 5.339 -5.757 -1.499
C 5.970 -6.504 -2.662
O 7.325 -6.867 -2.436
C 7.573 -7.720 -1.327
C 6.857 -9.057 -1.419
H 5.911 -4.853 -1.269
H 4.314 -5.473 -1.741
H 5.312 -6.364 -0.592
H 5.965 -5.854 -3.541
H 5.381 -7.387 -2.929
H 7.329 -7.205 -0.392
H 8.652 -7.899 -1.306
H 5.772 -8.940 -1.436
H 7.113 -9.684 -0.562
H 7.143 -9.582 -2.335
```

Properties
lowest unoccupied orbital energy	-2.589	eV
2S+1	1
E_tot	-3443.101446	a.u.
energy above the lowest of the compared OMol25 structures with the same formula, charge and spin	932.3	kJ/mol
total charge	+1


Question: The lowest lowest unoccupied orbital energy belongs to which entry?
Answer: C52H108NO14Si